Density functional theory data (ωB97M-V/def2-TZVPD) for 3 unconnected molecules or ions with the total composition H4S2Si.

Values from the calculation:
- 2S+1 = 1
- net charge = 0
- ΔE to the lowest compared entry with this formula, charge and spin (kcal/mol) = 30.69
- E_HOMO (eV) = -9.5

Last column: Mulliken charge in e.
Atoms and positions in Å:
Si (0.673, -0.295, 1.266)  0.461
S (0.542, 1.605, 0.743)  -0.290
S (-0.923, -1.813, 0.802)  -0.303
H (1.557, -1.051, 2.204)  -0.047
H (-0.106, 0.921, -2.572)  0.018
H (-0.167, 1.757, -2.300)  -0.015
H (-1.576, -1.124, -0.144)  0.176

***

Density functional theory data (ωB97M-V/def2-TZVPD) for a molecular structure, H4S2Si.

Values from the calculation:
- 2S+1 = 3
- net charge = 0
- ΔE to the lowest compared entry with this formula, charge and spin (kcal/mol) = 10.28
- E_HOMO (spin up / spin down) (eV) = -6.0 / -9.6

Last column: Mulliken spin population.
Atoms and positions in Å:
Si (-0.143, -0.354, 0.782)  0.780
S (-1.461, -1.047, -0.762)  0.075
S (1.392, 1.335, -0.995)  1.127
H (-0.736, 0.609, 1.618)  0.015
H (0.889, -1.392, 1.299)  0.033
H (-0.557, -1.357, -1.658)  0.013
H (0.615, 2.206, -0.284)  -0.044

***

Density functional theory data (ωB97M-V/def2-TZVPD) for 2 unconnected molecules or ions with the total composition H4S4.

Values from the calculation:
- structure (SMILES) = SS.SS
- 2S+1 = 1
- net charge = 0
- ΔE to the lowest compared entry with this formula, charge and spin (kcal/mol) = 7.50
- E_HOMO (eV) = -9.2

Last column: Mulliken charge in e.
Atoms and positions in Å:
S (-0.718, 1.133, 2.797)  -0.136
S (-0.828, 2.231, 0.920)  -0.181
H (-0.213, 0.063, 2.179)  0.155
H (-1.410, 1.343, 0.088)  0.163
S (1.490, -2.099, -1.208)  -0.139
S (0.402, -0.923, -2.507)  -0.187
H (0.583, -2.074, -0.257)  0.151
H (0.694, 0.325, -2.013)  0.174

***

Density functional theory data (ωB97M-V/def2-TZVPD) for 2 unconnected molecules or ions with the total composition H4S4.

Values from the calculation:
- structure (SMILES) = SS.SS
- 2S+1 = 1
- net charge = 0
- ΔE to the lowest compared entry with this formula, charge and spin (kcal/mol) = 2.83
- E_HOMO (eV) = -8.9

Last column: Mulliken charge in e.
Atoms and positions in Å:
S (-2.536, -0.802, 0.299)  -0.168
S (-1.720, 0.983, -0.426)  -0.141
H (-1.880, -1.581, -0.558)  0.162
H (-2.914, 1.590, -0.438)  0.154
S (2.059, 0.417, 1.021)  -0.157
S (2.242, -0.675, -0.714)  -0.175
H (3.229, 1.071, 0.956)  0.165
H (1.699, 0.207, -1.548)  0.160